C4H5N as an isolated structure. Source: the Open Molecules 2025 dataset; level of theory: ωB97M-V/def2-TZVPD.

Each line ends with the natural charge from an NBO analysis.
CARTESIAN COORDINATES (ANGSTROEM)
N1 1.548 0.856 -0.201  -0.50
C1 1.265 -0.068 0.568  0.52
C2 0.373 -0.976 0.929  -0.54
C3 -0.638 -0.485 -0.135  -0.38
C4 0.031 0.896 -0.581  -0.19
H1 0.222 -1.520 1.844  0.25
H2 -1.617 -0.297 0.317  0.22
H3 -0.798 -1.167 -0.981  0.20
H4 -0.449 1.750 -0.098  0.20
H5 0.064 1.011 -1.663  0.22

Output
HOMO level (eV): -7.7821
Molecular weight (g/mol): 67.091
E_tot (eV): -5714.6566
Gap between HOMO and LUMO (Ha): 0.286


One molecule with the formula C4H5N. Source: the Open Molecules 2025 dataset; level of theory: ωB97M-V/def2-TZVPD.

Each line ends with the natural charge from an NBO analysis.
CARTESIAN COORDINATES (ANGSTROEM)
N1 -1.187 -0.468 0.011  -0.57
C1 -0.788 0.784 -0.339  0.00
C2 0.566 0.928 -0.260  -0.36
C3 1.111 -0.257 0.269  -0.25
C4 0.164 -1.207 0.514  -0.12
H1 -2.227 -0.481 0.111  0.42
H2 -1.476 1.597 -0.585  0.21
H3 1.117 1.793 -0.574  0.22
H4 2.164 -0.438 0.474  0.22
H5 0.555 -2.251 0.378  0.23

Output
HOMO level (eV): -8.2523
Molecular weight (g/mol): 67.091
E_tot (eV): -5717.2358
SMILES: c1cc[nH]c1
Gap between HOMO and LUMO (Ha): 0.345


One molecule with the formula C4H5N. Source: the Open Molecules 2025 dataset; level of theory: ωB97M-V/def2-TZVPD.

Each line ends with the natural charge from an NBO analysis.
CARTESIAN COORDINATES (ANGSTROEM)
C1 -1.114 -0.058 2.117  -0.23
C2 -0.072 -0.269 1.195  -0.52
C3 0.040 0.122 -0.122  0.41
C4 0.513 -0.199 -1.482  -0.27
N1 -0.046 1.085 -1.027  -0.53
H1 -0.707 -0.377 3.106  0.11
H2 0.860 -0.807 1.380  0.21
H3 -0.148 -0.836 -2.075  0.20
H4 1.560 -0.221 -1.774  0.21
H5 -0.886 1.560 -1.317  0.41

Output
HOMO level (eV): -7.7254
Molecular weight (g/mol): 67.091
E_tot (eV): -5713.0099
Gap between HOMO and LUMO (Ha): 0.270


One molecule with the formula C4H5N. Source: the Open Molecules 2025 dataset; level of theory: ωB97M-V/def2-TZVPD.

Each line ends with the natural charge from an NBO analysis.
CARTESIAN COORDINATES (ANGSTROEM)
C1 -1.206 -0.073 0.200  0.28
C2 0.230 -0.048 0.620  -0.34
C3 1.167 0.798 -0.186  -0.39
C4 1.429 -0.695 -0.290  -0.38
H1 0.292 -0.034 1.691  0.25
H2 1.859 1.418 0.224  0.22
H3 0.728 1.191 -1.124  0.23
H4 0.970 -1.241 -1.144  0.24
H5 2.158 -1.164 0.354  0.23
N1 -2.248 -0.009 -0.295  -0.33

Output
HOMO level (eV): -10.5280
Molecular weight (g/mol): 67.091
E_tot (eV): -5717.4334
SMILES: N#CC1CC1
Gap between HOMO and LUMO (Ha): 0.423


One molecule with the formula C4H5N. Source: the Open Molecules 2025 dataset; level of theory: ωB97M-V/def2-TZVPD.

Each line ends with the natural charge from an NBO analysis.
CARTESIAN COORDINATES (ANGSTROEM)
C1 3.377 -0.149 0.080  0.02
C2 1.328 0.769 -0.167  0.18
C3 0.039 0.923 0.000  -0.26
C4 -1.156 -0.089 0.159  -0.63
N1 2.209 -0.066 -0.157  -0.33
H1 3.989 -1.029 0.248  0.17
H2 -0.448 1.972 0.064  0.21
H3 -1.715 -0.095 -0.770  0.22
H4 -1.757 0.060 1.141  0.22
H5 -0.862 -1.056 0.180  0.20

Output
HOMO level (spin up / spin down) (eV): -7.7704 / -7.7737
Molecular weight (g/mol): 67.091
E_tot (eV): -5713.6837
Gap between HOMO and LUMO (spin up / spin down) (Ha): 0.290 / 0.290


An isolated ion of composition C4H5N2 and charge +1. Source: the Open Molecules 2025 dataset; level of theory: ωB97M-V/def2-TZVPD.

Each line ends with the natural charge from an NBO analysis.
CARTESIAN COORDINATES (ANGSTROEM)
C1 2.083 -0.065 0.606  0.23
C2 2.083 0.138 -0.722  0.21
C3 -0.022 0.089 -0.129  0.55
C4 -1.468 -0.002 0.055  -0.72
N1 0.864 -0.055 1.098  -0.55
N2 0.830 0.069 -1.196  -0.53
H1 -1.996 0.300 -0.883  0.28
H2 -1.795 0.620 0.865  0.28
H3 -1.786 -0.999 0.357  0.29
H4 0.540 -0.235 2.120  0.48
H5 0.668 0.140 -2.170  0.47

Output
HOMO level (spin up / spin down) (eV): -14.7339 / -14.6383
Molecular weight (g/mol): 81.098
Total charge: +1
E_tot (eV): -7195.9380
SMILES: Cc1[nH]c#c[nH+]1
Gap between HOMO and LUMO (spin up / spin down) (Ha): 0.266 / 0.274


An isolated ion of composition C4H5N2 and charge +1. Source: the Open Molecules 2025 dataset; level of theory: ωB97M-V/def2-TZVPD.

Each line ends with the natural charge from an NBO analysis.
CARTESIAN COORDINATES (ANGSTROEM)
C1 -0.323 -1.376 -0.697  0.35
C2 -1.582 0.255 0.506  0.60
C3 -0.563 -0.003 -0.219  -0.40
C4 1.918 -0.109 0.109  -0.44
N1 0.741 -0.871 -0.078  -0.25
N2 -2.729 0.478 0.400  -0.40
H1 -0.289 0.971 -0.785  0.29
H2 2.450 -0.482 0.963  0.27
H3 2.455 0.068 -0.859  0.27
H4 1.543 0.908 0.369  0.23
H5 -3.622 0.162 0.291  0.47

Output
HOMO level (spin up / spin down) (eV): -14.2949 / -14.2945
Molecular weight (g/mol): 81.098
Total charge: +1
E_tot (eV): -7194.6514
Gap between HOMO and LUMO (spin up / spin down) (Ha): 0.316 / 0.316


An isolated ion of composition C4H5N2 and charge +1. Source: the Open Molecules 2025 dataset; level of theory: ωB97M-V/def2-TZVPD.

Each line ends with the natural charge from an NBO analysis.
CARTESIAN COORDINATES (ANGSTROEM)
C1 -0.741 1.209 -0.253  -0.33
C2 -1.782 0.519 0.161  0.38
C3 0.496 0.779 0.131  0.28
C4 2.887 0.316 -0.205  -0.14
N1 1.643 0.502 -0.044  -0.20
N2 -2.702 -0.307 0.140  -0.63
H1 -0.761 2.348 -0.141  0.34
H2 3.591 1.033 -0.265  0.22
H3 3.189 -0.723 -0.278  0.22
H4 -3.332 -0.423 0.945  0.44
H5 -3.046 -0.976 -0.746  0.43

Output
HOMO level (spin up / spin down) (eV): -12.0168 / -12.0189
Molecular weight (g/mol): 81.098
Total charge: +1
E_tot (eV): -7196.9984
Gap between HOMO and LUMO (spin up / spin down) (Ha): 0.266 / 0.266


An isolated ion of composition C4H5N2 and charge +1. Source: the Open Molecules 2025 dataset; level of theory: ωB97M-V/def2-TZVPD.

Each line ends with the natural charge from an NBO analysis.
CARTESIAN COORDINATES (ANGSTROEM)
C1 -0.420 1.467 -0.566  -0.21
C2 -0.461 -0.831 1.487  -0.06
C3 0.191 0.367 -0.997  0.22
C4 0.995 -0.526 -1.363  -0.43
N1 -1.010 1.338 0.641  0.08
N2 -1.012 0.206 1.053  0.01
H1 -0.653 2.475 -1.084  0.29
H2 0.526 -0.706 2.005  0.25
H3 0.676 -1.599 -1.538  0.29
H4 -0.935 -1.805 1.508  0.26
H5 2.104 -0.386 -1.146  0.30

Output
HOMO level (eV): -15.2145
Molecular weight (g/mol): 81.098
Total charge: +1
E_tot (eV): -7196.6690
Gap between HOMO and LUMO (Ha): 0.317


C4H5N2O2P as an isolated structure. Source: the Open Molecules 2025 dataset; level of theory: ωB97M-V/def2-TZVPD.

Each line ends with the Mulliken spin population.
CARTESIAN COORDINATES (ANGSTROEM)
C1 0.778 0.947 -0.956  0.34
C2 -0.431 0.669 -1.785  0.57
C3 0.417 -0.024 -0.089  0.27
C4 -0.835 -0.353 -0.990  0.52
N1 0.785 -0.509 1.096  0.14
N2 -3.781 1.173 0.381  0.01
O1 -3.423 0.391 -0.652  0.04
O2 -3.414 0.821 1.468  0.00
P1 -2.472 -1.054 -0.735  0.06
H1 1.570 1.663 -1.016  0.01
H2 -0.837 1.147 -2.656  0.04
H3 1.567 -0.112 1.591  -0.01
H4 0.391 -1.370 1.437  -0.01
H5 -2.284 -1.209 0.649  0.00

Output
HOMO level (spin up / spin down) (eV): -5.8963 / -9.4613
Molecular weight (g/mol): 144.070
Multiplicity: 3
E_tot (eV): -20585.5020
Gap between HOMO and LUMO (spin up / spin down) (Ha): 0.233 / 0.309


The highest E_tot belongs to which entry? number 3


Which of these has the highest molecular weight? C4H5N2O2P